[1]
C3H7N4 | wB97M-V/def2-TZVPD

```
14
Properties=species:S:1:pos:R:3:mulliken_spin:R:1
C -1.619 0.309 0.717 0.121
C 0.477 -0.593 0.054 0.656
C 1.493 0.426 -0.490 -0.006
N 0.900 -1.852 -0.048 0.223
N 1.314 -2.867 -0.226 0.874
N -1.610 1.000 -0.393 0.065
N -0.523 -0.452 0.995 0.005
H -2.475 0.445 1.278 0.011
H -0.724 0.965 -0.818 -0.003
H 1.155 0.852 -1.462 0.038
H 2.400 -0.172 -0.659 0.003
H 1.809 1.308 0.063 0.022
H -2.355 1.649 -0.778 -0.004
H -0.242 -1.018 1.766 -0.005
```

The spin multiplicity is 3. As for the orbital gap (spin up / spin down): 5.66 / 10.33 eV. The charge is +1. As for the expectation value of S²: 2.019. The LUMO energy (spin up / spin down) is -4.37 / -6.12 eV.



[2]
C3H7N4O | wB97M-V/def2-TZVPD

```
15
Properties=species:S:1:pos:R:3:nbo_charge:R:1
C 1.407 0.286 0.720 0.390
C -0.470 1.041 -0.596 -0.110
C -0.006 -1.343 -0.368 -0.071
N -2.165 -0.551 0.207 0.280
N 0.701 1.276 0.239 -0.515
N -0.969 -0.287 -0.321 -0.278
N 1.134 -0.969 0.467 -0.520
O -2.912 0.380 0.349 -0.319
H 2.256 0.514 1.355 0.249
H -1.272 1.745 -0.337 0.275
H -0.211 1.159 -1.656 0.230
H -0.476 -2.251 0.022 0.265
H 0.339 -1.526 -1.396 0.223
H 0.940 2.234 0.460 0.450
H 1.704 -1.709 0.856 0.450
```

The SMILES is O=NN1CNC=[NH+]C1. As for the orbital gap: 9.89 eV. The charge is +1. The LUMO energy is -3.80 eV.



[3]
C3H7N4O | wB97M-V/def2-TZVPD

```
15
Properties=species:S:1:pos:R:3:nbo_charge:R:1
C 0.444 0.245 1.578 0.389
C -0.065 1.108 -0.692 -0.089
C -0.600 -1.324 0.140 -0.030
N 0.108 -0.790 -2.318 0.271
N 0.276 1.206 0.716 -0.503
N -0.037 -0.201 -1.079 -0.310
N 0.115 -1.008 1.370 -0.538
O 0.365 -0.067 -3.245 -0.302
H 1.027 0.372 2.539 0.255
H -1.150 1.529 -0.744 0.206
H 0.530 1.875 -1.251 0.273
H -1.702 -1.115 0.368 0.228
H -0.527 -2.220 -0.314 0.247
H 0.643 2.115 1.027 0.449
H 0.574 -1.725 1.906 0.452
```

The SMILES is O=NN1CNC=[NH+]C1. As for the orbital gap: 9.44 eV. The charge is +1. The LUMO energy is -4.07 eV.



[4]
C3H7N4O | wB97M-V/def2-TZVPD

```
15
Properties=species:S:1:pos:R:3:nbo_charge:R:1
C -0.699 0.590 -0.390 -0.265
C -0.522 -0.187 0.862 0.558
C 0.086 0.098 -1.713 0.506
N 0.557 1.158 -1.039 -0.118
N -1.587 -0.502 1.664 -0.709
N 0.694 -0.786 1.182 -0.731
N -0.072 -0.914 -2.400 -0.563
O 1.881 1.206 -0.472 -0.562
H -1.588 1.294 -0.318 0.262
H -1.458 -1.283 2.258 0.419
H 1.537 -0.326 0.841 0.441
H 0.781 -1.052 2.169 0.414
H 0.573 -1.069 -3.152 0.397
H -2.411 -0.444 1.109 0.420
H 2.229 2.217 -0.601 0.531
```

The SMILES is [H]/N=C1/[C@@H](C(N)=[NH2+])N1O. As for the orbital gap: 9.35 eV. The charge is +1. The LUMO energy is -4.66 eV.



[5]
C3H7N5 | wB97M-V/def2-TZVPD

```
15
Properties=species:S:1:pos:R:3:nbo_charge:R:1
C -0.182 2.218 0.071 -0.483
C -0.446 -1.712 0.545 0.020
C 0.516 -0.498 0.701 0.331
H 0.582 3.297 0.210 0.207
H -1.214 2.364 -0.655 0.241
H -0.327 1.718 1.164 0.220
H 1.534 1.442 -0.861 0.356
H -0.712 -0.803 -2.023 0.369
H -0.382 -2.475 1.328 0.216
H 1.752 0.767 1.837 0.338
N 0.547 1.383 -0.923 -0.458
N 0.351 0.027 -0.541 -0.184
N -0.980 -0.432 -1.116 -0.252
N -1.170 -1.600 -0.429 -0.228
N 1.172 -0.287 1.737 -0.694
```

The SMILES is [H]/N=c1/cn[nH]n1NC. As for the orbital gap: 10.02 eV. The LUMO energy is 0.84 eV.



[6]
C3H7N5S | wB97M-V/def2-TZVPD

```
16
Properties=species:S:1:pos:R:3:nbo_charge:R:1
C -3.004 -0.254 -0.113 0.117
C -0.502 1.145 -0.224 -0.054
C 0.391 0.174 0.511 -0.284
N -2.733 0.911 1.722 -0.084
N -3.948 -0.673 0.702 -0.309
N -3.709 0.104 1.827 -0.087
N -2.298 0.748 0.465 -0.275
N -0.074 -1.145 0.320 -0.833
S -2.759 -0.876 -1.727 0.012
H -0.317 2.158 -0.036 0.208
H -0.881 1.000 -1.229 0.221
H 0.251 0.613 1.608 0.198
H 1.425 0.441 0.205 0.234
H -0.838 -1.210 0.946 0.376
H 0.577 -1.890 0.581 0.385
H -1.381 -1.057 -1.449 0.175
```

As for the orbital gap: 9.47 eV. The LUMO energy is 0.07 eV.



[7]
C3H7N6O | wB97M-V/def2-TZVPD

```
17
Properties=species:S:1:pos:R:3:nbo_charge:R:1
C 0.292 -0.589 -1.289 0.481
C -1.367 0.834 -0.464 0.594
C 2.399 -0.514 0.276 0.373
N 0.369 -1.771 -1.863 -0.056
N 1.380 -0.984 -0.388 -0.095
N -0.433 0.541 -1.458 -0.657
N -1.387 0.207 0.620 -0.786
N -2.279 1.716 -0.911 -0.828
N 3.410 -1.239 0.594 -0.694
O 1.302 -2.196 -1.046 -0.153
H 2.157 0.491 0.609 0.266
H -0.535 1.011 -2.450 0.454
H -1.938 0.599 1.395 0.380
H -2.605 2.045 -1.774 0.418
H -2.932 1.902 -0.157 0.400
H 3.488 -2.252 0.359 0.462
H 4.186 -0.679 0.893 0.441
```

As for the orbital gap: 8.69 eV. The charge is +1. The LUMO energy is -4.18 eV.



[8]
C3H7NO | wB97M-V/def2-TZVPD

```
12
Properties=species:S:1:pos:R:3:nbo_charge:R:1
C -0.040 -1.264 0.659 -0.605
C -0.850 -0.246 -0.146 -0.504
C 0.035 0.728 -0.886 0.676
N 0.888 1.439 -0.107 -0.833
O 0.070 0.809 -2.094 -0.610
H 0.922 -1.490 0.181 0.216
H -0.572 -2.202 0.786 0.218
H 0.185 -0.911 1.663 0.199
H -1.470 -0.736 -0.893 0.234
H -1.503 0.310 0.514 0.215
H 0.852 1.456 0.893 0.390
H 1.483 2.106 -0.570 0.402
```

The SMILES is CCC(N)=O. As for the orbital gap: 10.61 eV. The LUMO energy is 0.89 eV.



[9]
C3H7NO | wB97M-V/def2-TZVPD

```
12
Properties=species:S:1:pos:R:3:nbo_charge:R:1
C -1.166 0.541 0.864 -0.731
C -0.773 -0.758 0.185 -0.176
N 0.843 -0.790 -0.132 -0.640
C 1.594 0.327 0.051 0.514
O 1.378 1.179 0.905 -0.613
H -1.617 0.434 1.858 0.217
H -1.735 1.244 0.242 0.210
H -0.126 0.982 1.053 0.307
H -1.202 -0.891 -0.811 0.199
H -0.962 -1.637 0.808 0.203
H 1.201 -1.349 -0.911 0.387
H 2.453 0.515 -0.623 0.122
```

The SMILES is CCNC=O. As for the orbital gap: 9.95 eV. The LUMO energy is 0.88 eV.



[10]
C3H7NO | wB97M-V/def2-TZVPD

```
12
Properties=species:S:1:pos:R:3:nbo_charge:R:1
C 0.500 1.218 1.023 -0.608
C -0.395 0.139 0.421 -0.497
C 0.305 -0.680 -0.657 0.676
O 1.451 -1.076 -0.538 -0.616
N -0.487 -1.021 -1.716 -0.829
H 0.170 1.494 2.030 0.209
H 1.524 0.838 1.079 0.235
H 0.493 2.117 0.400 0.204
H -1.338 0.559 0.048 0.197
H -0.661 -0.583 1.200 0.231
H -1.394 -0.605 -1.844 0.393
H -0.191 -1.777 -2.313 0.404
```

The SMILES is CCC(N)=O. As for the orbital gap: 10.75 eV. The LUMO energy is 0.91 eV.



[11]
C3H7NO | wB97M-V/def2-TZVPD

```
12
Properties=species:S:1:pos:R:3:nbo_charge:R:1
C 1.277 -0.314 0.266 -0.401
C 0.963 0.574 -0.611 -0.351
C -2.480 1.534 0.619 0.165
N -2.051 -0.813 -0.025 -0.586
O -2.271 0.783 -0.272 -0.341
H 0.979 -0.103 1.267 0.183
H 2.020 -1.045 0.103 0.200
H 1.197 0.519 -1.593 0.182
H 0.571 1.471 -0.325 0.187
H -2.582 1.053 1.688 0.084
H -1.679 -1.191 -0.881 0.343
H -1.257 -0.670 0.596 0.335
```

As for the orbital gap: 9.17 eV. The LUMO energy is 0.81 eV.



[12]
C3H7NO | wB97M-V/def2-TZVPD

```
12
Properties=species:S:1:pos:R:3:nbo_charge:R:1
O 1.643 0.521 1.451 -0.615
C 1.408 -0.611 1.035 0.516
N 0.588 -0.843 -0.063 -0.629
C -1.296 0.672 -0.169 -0.614
C -0.027 0.227 -0.833 -0.227
H 1.873 -1.481 1.533 0.128
H 0.225 -1.787 -0.241 0.393
H -1.947 -0.186 -0.084 0.195
H -1.102 1.086 0.805 0.224
H -1.851 1.412 -0.720 0.211
H 0.688 1.085 -0.862 0.220
H -0.203 -0.096 -1.852 0.197
```

The SMILES is CCNC=O. As for the orbital gap: 10.69 eV. The LUMO energy is 0.95 eV.



[13]
C3H7NO | wB97M-V/def2-TZVPD

```
12
Properties=species:S:1:pos:R:3:nbo_charge:R:1
C 1.995 -0.010 0.297 -0.257
O 0.712 -0.397 -0.205 -0.520
C -0.240 0.452 0.224 0.432
C -1.713 -0.447 -0.553 -0.855
N -0.424 1.460 0.879 -0.599
H 2.233 1.013 -0.005 0.196
H 2.012 -0.076 1.388 0.193
H 2.702 -0.714 -0.140 0.199
H -1.449 -0.403 -1.608 0.245
H -2.737 -0.065 -0.416 0.246
H -1.628 -1.446 -0.134 0.241
H -1.465 0.632 0.271 0.481
```

As for the orbital gap: 9.52 eV. The LUMO energy is 0.86 eV.



[14]
C3H7NO | wB97M-V/def2-TZVPD

```
12
Properties=species:S:1:pos:R:3:nbo_charge:R:1
C -0.130 -1.680 -0.727 -0.258
O 0.505 -0.423 -0.699 -0.532
C -0.305 0.622 -0.166 0.048
N -1.530 0.426 0.300 -0.127
C 0.545 1.329 0.937 -0.587
H -0.395 -2.030 0.280 0.175
H -1.056 -1.654 -1.319 0.176
H 0.582 -2.374 -1.179 0.194
H -0.448 1.375 -0.982 0.242
H 1.552 1.455 0.542 0.230
H 0.096 2.285 1.207 0.220
H 0.584 0.668 1.806 0.219
```

As for the orbital gap (spin up / spin down): 8.66 / 8.64 eV. The LUMO energy (spin up / spin down) is -0.92 / -0.92 eV.



[15]
C3H7NO | wB97M-V/def2-TZVPD

```
12
Properties=species:S:1:pos:R:3:nbo_charge:R:1
C 2.056 0.221 -0.010 -0.297
C -0.503 0.131 -0.271 -0.064
C -2.098 -0.311 0.023 -0.624
H 1.714 0.789 -0.875 0.180
H 1.544 0.731 0.909 0.176
H 3.243 0.316 0.086 0.216
H -0.163 1.147 -0.101 0.194
H -2.268 -0.947 0.890 0.229
H -2.615 0.609 0.420 0.199
H -2.571 -0.527 -0.894 0.218
N 0.156 -1.049 -0.167 -0.088
O 1.505 -1.109 -0.010 -0.339
```

The SMILES is C/C=N/OC. As for the orbital gap: 10.61 eV. The LUMO energy is 0.95 eV.



[16]
C3H7NO | wB97M-V/def2-TZVPD

```
12
Properties=species:S:1:pos:R:3:nbo_charge:R:1
C -0.090 0.070 1.630 -0.408
C 0.709 -0.042 -0.823 0.673
C -0.702 -0.132 -1.420 -0.745
H -1.054 0.034 1.155 0.206
H -0.022 1.046 2.144 0.196
H 0.024 -0.786 2.352 0.198
H 1.825 0.095 0.765 0.396
H -1.172 -1.157 -1.370 0.240
H -1.527 0.578 -1.017 0.231
H -0.588 0.177 -2.498 0.252
N 0.853 -0.003 0.553 -0.618
O 1.744 0.120 -1.471 -0.622
```

The SMILES is CNC(C)=O. As for the orbital gap: 10.35 eV. The LUMO energy is 0.90 eV.



[17]
C3H7NO | wB97M-V/def2-TZVPD

```
12
Properties=species:S:1:pos:R:3:nbo_charge:R:1
C -0.810 -0.661 2.376 -0.377
C -1.237 -1.083 1.187 -0.387
H -1.234 -1.040 3.295 0.198
H 0.015 0.039 2.465 0.190
H -2.254 -1.349 0.949 0.206
H -0.547 -0.999 0.354 0.172
C 1.221 1.314 -2.146 0.520
N 0.816 0.339 -1.280 -0.845
O 1.135 1.209 -3.349 -0.594
H 1.810 2.136 -1.717 0.111
H 0.529 -0.482 -1.790 0.405
H 0.557 0.577 -0.343 0.401
```

The SMILES is NC=O.C=C. As for the orbital gap: 10.91 eV. The LUMO energy is 0.84 eV.



[18]
C3H7NO | wB97M-V/def2-TZVPD

```
12
Properties=species:S:1:pos:R:3:nbo_charge:R:1
C 0.985 0.446 -1.213 -0.644
C -0.147 0.164 -0.256 0.179
C 0.051 -0.869 0.824 -0.726
H 1.863 0.897 -0.630 0.218
H 1.370 -0.433 -1.781 0.217
H 0.701 1.234 -1.901 0.240
H -0.991 -1.428 0.978 0.232
H 0.332 -0.449 1.801 0.238
H 0.743 -1.812 0.474 0.252
H -1.681 0.381 1.442 0.444
N -1.132 0.989 -0.369 -0.095
O -2.094 0.879 0.630 -0.555
```

The SMILES is CC(C)=NO. As for the orbital gap: 10.29 eV. The LUMO energy is 0.77 eV.



[19]
C3H7NO | wB97M-V/def2-TZVPD

```
12
Properties=species:S:1:pos:R:3:nbo_charge:R:1
O -1.293 -0.746 1.041 -0.727
C -0.771 0.568 0.983 -0.103
C 0.227 0.786 -0.141 -0.213
C 0.989 -0.633 -0.561 -0.231
N -0.089 -0.054 -1.272 -0.613
H -1.508 -0.972 0.122 0.476
H -0.286 0.774 1.939 0.183
H -1.595 1.297 0.876 0.174
H 1.341 0.700 0.112 0.260
H 0.816 -1.442 0.127 0.223
H 1.962 -0.611 -1.069 0.201
H 0.206 0.332 -2.157 0.370
```

The SMILES is OC[C@H]1CN1. As for the orbital gap: 9.93 eV. The LUMO energy is 0.99 eV.



[20]
C3H7NO | wB97M-V/def2-TZVPD

```
12
Properties=species:S:1:pos:R:3:nbo_charge:R:1
C -0.114 0.065 -0.036 0.231
C 0.564 -0.057 1.267 -0.695
C 0.255 -0.791 -1.242 -0.675
N -0.986 1.042 -0.112 -0.065
O -1.552 1.491 -1.234 -0.577
H 1.363 -0.694 1.459 0.242
H 1.011 0.779 1.665 0.230
H -0.101 -0.295 2.137 0.225
H 1.166 -0.572 -1.870 0.244
H 0.239 -1.779 -0.911 0.219
H -0.686 -0.704 -1.903 0.259
H -1.160 1.515 0.777 0.362
```

The SMILES is CC(C)=[NH+][O-]. As for the orbital gap: 9.10 eV. The LUMO energy is 0.75 eV.



Let's list energy above the lowest of the compared OMol25 structures with the same formula, charge and spin in order: 24.3, 53.9, 97.0, 95.4, 132.0, 7.4, 80.3, 2.3, 42.0, 1.4, 162.1, 13.1, 129.3, 117.1, 105.6, 16.6, 47.1, 70.2, 99.5, 82.8 kcal/mol.
Let's list F_max in order: 8.56, 1.63, 6.34, 3.76, 5.55, 4.23, 4.96, 0.56, 2.28, 0.45, 4.81, 1.72, 0.61, 1.76, 6.24, 2.02, 1.19, 3.82, 2.08, 3.47 eV/Å.